1.
Molecular formula: C31H57BClF7NO25P5S2
Method: DFT, wB97M-V/def2-TZVPD

Calculated values
net charge: 0
HOMO energy: -8.150 eV
SMILES: C=C[C@]1(P(O)(O)=S)[C@@H](Cl)[C@@](CCOC(C)=O)(c2ccccn2)S(=O)(=O)O[C@]1(CB(O)O)C(F)(F)C(F)(F)C(F)(F)F.COP(=O)(OC)OC.COP(=O)(OC)OC.COP(=O)(OC)OC.COP(=O)(OC)OC

Positions of all 130 atoms, in Å:
1 C 1.060 -3.711 0.101
2 C -0.309 -3.481 -0.394
3 C -0.770 -2.391 -1.587
4 P 0.744 -2.246 -2.730
5 O 2.153 -1.511 -1.924
6 O 0.551 -1.292 -4.171
7 S 1.482 -3.984 -3.343
8 C -0.798 -0.961 -0.732
9 Cl -0.316 0.559 -1.720
10 C -1.982 -0.766 0.343
11 C -1.441 -1.128 1.862
12 C -0.241 -0.193 2.451
13 O 1.105 -0.784 2.412
14 C 2.058 0.372 2.492
15 C 2.971 0.875 1.190
16 O 2.267 1.073 3.633
17 C -2.795 0.700 0.312
18 C -3.013 1.545 1.743
19 C -3.858 2.990 1.756
20 C -4.448 3.453 0.285
21 C -4.119 2.451 -0.981
22 N -3.374 1.171 -0.985
23 S -3.362 -2.031 0.008
24 O -4.787 -1.356 -0.089
25 O -3.517 -2.922 1.311
26 O -3.145 -3.085 -1.225
27 C -2.198 -2.802 -2.307
28 C -2.852 -1.644 -3.252
29 B -4.466 -1.631 -3.484
30 O -5.497 -2.562 -3.020
31 O -4.976 -0.503 -4.348
32 C -2.213 -4.233 -3.112
33 F -1.355 -5.313 -2.563
34 F -3.597 -4.834 -2.904
35 C -2.050 -4.280 -4.713
36 F -3.319 -4.021 -5.497
37 F -1.020 -3.449 -5.349
38 C -1.657 -5.828 -5.240
39 F -0.212 -6.127 -5.131
40 F -2.565 -6.872 -4.726
41 F -1.932 -5.764 -6.727
42 H 1.666 -4.630 -0.360
43 H 1.585 -3.074 0.962
44 H -1.166 -4.168 0.074
45 H 2.984 -2.028 -2.185
46 H 1.471 -1.154 -4.590
47 H 0.207 -1.075 -0.085
48 H -2.349 -1.012 2.631
49 H -1.088 -2.253 1.983
50 H -0.494 0.229 3.539
51 H -0.194 0.781 1.762
52 H 2.482 1.761 0.599
53 H 3.971 1.319 1.667
54 H 3.300 -0.004 0.488
55 H -2.619 1.201 2.786
56 H -4.020 3.576 2.768
57 H -5.061 4.450 0.236
58 H -4.553 2.828 -2.029
59 H -2.628 -0.571 -2.778
60 H -2.362 -1.551 -4.338
61 H -6.136 -2.059 -2.435
62 H -4.300 -0.490 -5.114
63 C -0.114 2.881 8.189
64 O -0.624 3.138 6.895
65 P -2.274 3.656 6.856
66 O -2.496 2.824 5.589
67 O -1.757 5.161 6.418
68 C -1.072 5.939 7.371
69 O -3.924 4.174 6.818
70 C -4.336 5.055 5.785
71 H 0.337 1.885 8.199
72 H 0.655 3.620 8.424
73 H -0.902 2.924 8.946
74 H 0.007 5.832 7.232
75 H -1.342 5.648 8.390
76 H -1.337 6.991 7.224
77 H -3.856 4.827 4.833
78 H -4.113 6.084 6.080
79 H -5.421 4.963 5.666
80 C 4.624 7.068 -1.347
81 O 4.670 5.675 -1.106
82 P 3.688 4.724 -2.166
83 O 3.323 3.810 -0.992
84 O 5.065 4.151 -2.874
85 C 5.833 5.034 -3.658
86 O 2.706 3.772 -3.226
87 C 3.130 2.458 -3.549
88 H 4.398 7.581 -0.409
89 H 5.600 7.401 -1.707
90 H 3.859 7.321 -2.086
91 H 6.646 5.450 -3.058
92 H 5.220 5.845 -4.059
93 H 6.269 4.476 -4.493
94 H 3.592 1.953 -2.699
95 H 3.833 2.503 -4.385
96 H 2.256 1.883 -3.870
97 C 0.156 -5.944 -9.128
98 O 0.284 -4.820 -9.975
99 P -0.328 -5.046 -11.577
100 O 0.844 -4.229 -12.130
101 O -1.567 -4.017 -11.214
102 C -2.550 -4.446 -10.301
103 O -0.940 -5.273 -13.179
104 C -1.476 -4.154 -13.867
105 H 1.129 -6.163 -8.682
106 H -0.555 -5.712 -8.330
107 H -0.191 -6.823 -9.678
108 H -2.315 -4.073 -9.301
109 H -2.621 -5.537 -10.279
110 H -3.518 -4.035 -10.605
111 H -0.917 -3.239 -13.664
112 H -2.523 -4.024 -13.581
113 H -1.441 -4.361 -14.942
114 C 5.163 2.812 11.025
115 O 3.859 2.341 11.301
116 P 3.307 1.081 10.251
117 O 1.906 1.701 10.259
118 O 3.425 0.023 11.513
119 C 4.708 -0.322 11.981
120 O 2.755 -0.179 9.202
121 C 1.854 -1.146 9.716
122 H 5.134 3.900 10.935
123 H 5.823 2.543 11.854
124 H 5.556 2.386 10.098
125 H 4.969 0.301 12.840
126 H 5.461 -0.203 11.198
127 H 4.697 -1.369 12.302
128 H 1.130 -0.710 10.406
129 H 2.421 -1.935 10.218
130 H 1.316 -1.597 8.876

=====

2.
Molecular formula: C31H57BrNO10S
Method: DFT, wB97M-V/def2-TZVPD

Calculated values
relative energy (zero: lowest compared OMol25 entry of this formula, charge and spin): 15.4791 eV
net charge: +1
HOMO energy: -10.824 eV

Positions of all 101 atoms, in Å:
1 C 0.074 3.109 1.794
2 C 0.527 1.763 0.916
3 C -0.858 0.922 0.647
4 C -1.514 1.185 -0.862
5 C -2.985 1.952 -0.795
6 C -3.824 2.269 -2.178
7 C -5.292 2.999 -2.106
8 O -5.282 4.328 -1.811
9 O -6.580 2.341 -2.381
10 C -6.687 1.029 -1.716
11 C -6.610 1.109 -0.080
12 C -7.935 0.529 0.701
13 C -7.851 1.132 2.259
14 C -9.372 1.007 0.047
15 C -3.049 1.809 -3.562
16 C -3.851 2.112 -4.988
17 C -3.622 3.695 -5.350
18 O -2.525 4.239 -5.884
19 O -4.752 4.619 -5.007
20 C -1.549 1.088 -3.497
21 S -0.844 0.711 -5.216
22 N -0.820 0.767 -2.175
23 C 0.550 0.055 -2.176
24 Br 2.002 1.198 -3.040
25 C 0.462 -1.466 -2.866
26 C 0.262 -2.514 -1.578
27 H 0.969 3.623 2.345
28 H -0.721 2.750 2.590
29 H -0.473 3.823 1.023
30 H 1.322 1.143 1.555
31 H 1.063 2.031 -0.091
32 H -1.659 1.039 1.507
33 H -0.545 -0.230 0.639
34 H -3.493 2.256 0.239
35 H -5.812 0.314 -2.088
36 H -7.686 0.531 -2.126
37 H -6.363 2.174 0.346
38 H -5.704 0.404 0.247
39 H -7.921 -0.655 0.786
40 H -7.782 2.315 2.133
41 H -8.826 0.921 2.879
42 H -6.908 0.715 2.819
43 H -9.564 0.364 -0.925
44 H -10.218 0.770 0.825
45 H -9.401 2.130 -0.287
46 H -5.003 1.948 -4.732
47 H -3.588 1.359 -5.844
48 H -4.405 5.293 -4.351
49 H -0.953 1.891 -6.006
50 H 0.968 -0.148 -1.102
51 H 1.478 -1.733 -3.396
52 H -0.488 -1.611 -3.533
53 H 1.050 -2.303 -0.711
54 H 0.298 -3.623 -1.952
55 H -0.857 -2.322 -1.209
56 C -0.980 -7.075 2.711
57 O 0.309 -6.495 2.826
58 C 0.948 -6.337 1.559
59 C 2.018 -5.244 1.632
60 O 1.475 -3.918 1.555
61 C 0.771 -3.464 2.719
62 C 1.697 -3.143 3.896
63 O 2.092 -4.344 4.561
64 C 3.300 -4.188 5.284
65 H -0.912 -8.077 2.273
66 H -1.410 -7.155 3.713
67 H -1.632 -6.438 2.106
68 H 0.213 -6.076 0.789
69 H 1.415 -7.293 1.304
70 H 2.662 -5.344 0.751
71 H 2.662 -5.357 2.506
72 H -0.022 -4.162 2.997
73 H 0.278 -2.533 2.414
74 H 1.166 -2.523 4.625
75 H 2.576 -2.601 3.528
76 H 4.116 -3.910 4.611
77 H 3.550 -5.145 5.748
78 H 3.182 -3.432 6.067
79 C 8.785 3.988 -1.254
80 O 8.171 3.038 -0.400
81 C 7.683 3.629 0.806
82 C 6.574 2.766 1.414
83 O 5.303 2.950 0.776
84 C 5.176 2.387 -0.538
85 C 5.083 0.859 -0.530
86 O 6.379 0.280 -0.369
87 C 6.322 -1.035 0.153
88 H 9.652 4.443 -0.763
89 H 9.122 3.469 -2.156
90 H 8.066 4.757 -1.550
91 H 7.295 4.635 0.610
92 H 8.524 3.695 1.503
93 H 6.426 3.089 2.451
94 H 6.848 1.709 1.450
95 H 5.966 2.748 -1.199
96 H 4.232 2.781 -0.931
97 H 4.682 0.509 -1.487
98 H 4.417 0.540 0.281
99 H 5.846 -1.036 1.138
100 H 7.344 -1.405 0.267
101 H 5.779 -1.695 -0.530

=====

3.
Molecular formula: C31H57CdN2O2P2S
Method: DFT, wB97M-V/def2-TZVPD

Calculated values
relative energy (zero: lowest compared OMol25 entry of this formula, charge and spin): 0.0000 eV
net charge: +1
HOMO energy: -8.370 eV

Positions of all 96 atoms, in Å:
1 C -2.404 0.897 -1.540
2 C -2.823 -1.289 -0.744
3 C -3.591 0.908 -2.275
4 C -4.092 -1.266 -1.395
5 C -4.461 -0.180 -2.163
6 H -3.828 1.777 -2.887
7 H -4.742 -2.132 -1.271
8 H -5.427 -0.161 -2.672
9 N -2.035 -0.154 -0.812
10 P -0.607 2.474 0.037
11 P -0.655 -2.578 0.473
12 C -1.468 2.116 -1.571
13 H -0.693 1.932 -2.336
14 H -2.031 3.002 -1.895
15 C -2.338 -2.432 -0.049
16 H -3.049 -3.251 0.085
17 C 0.231 -3.493 -0.959
18 C -0.556 -3.607 2.078
19 C 0.931 3.581 -0.311
20 C -1.970 3.354 1.015
21 C 1.750 -3.280 -0.825
22 H 2.167 -3.816 0.034
23 H 2.244 -3.669 -1.728
24 H 2.001 -2.219 -0.729
25 C -0.106 -4.990 -0.972
26 H 0.331 -5.530 -0.124
27 H -1.190 -5.163 -1.001
28 H 0.324 -5.430 -1.885
29 C -0.250 -2.877 -2.289
30 H 0.339 -3.310 -3.116
31 H -1.310 -3.108 -2.475
32 H -0.116 -1.787 -2.310
33 C 0.900 -4.048 2.318
34 H 1.588 -3.189 2.285
35 H 0.972 -4.485 3.325
36 H 1.244 -4.811 1.610
37 C -0.969 -2.737 3.276
38 H -0.275 -1.902 3.440
39 H -1.989 -2.353 3.183
40 H -0.931 -3.365 4.181
41 C -1.523 -4.794 2.008
42 H -1.297 -5.495 1.196
43 H -1.450 -5.351 2.955
44 H -2.562 -4.453 1.898
45 C -1.442 3.529 2.452
46 H -2.216 4.037 3.044
47 H -1.239 2.563 2.932
48 H -0.531 4.142 2.493
49 C -3.232 2.461 1.041
50 H -3.779 2.504 0.088
51 H -3.006 1.410 1.274
52 H -3.900 2.836 1.831
53 C -2.362 4.711 0.410
54 H -3.309 5.021 0.879
55 H -1.631 5.498 0.627
56 H -2.529 4.662 -0.676
57 C 1.280 3.498 -1.801
58 H 0.511 3.957 -2.439
59 H 2.227 4.038 -1.972
60 H 1.440 2.459 -2.120
61 C 2.107 2.985 0.486
62 H 2.324 1.953 0.186
63 H 3.006 3.592 0.298
64 H 1.924 3.002 1.569
65 C 0.760 5.052 0.089
66 H 0.013 5.568 -0.529
67 H 0.522 5.186 1.153
68 H 1.724 5.556 -0.087
69 Cd -0.127 -0.035 0.667
70 C -1.622 0.213 2.602
71 O -2.229 0.225 3.577
72 N 1.242 0.053 -1.166
73 C 1.822 0.010 -2.182
74 C 2.729 -0.068 -3.372
75 C 2.190 -1.115 -4.360
76 C 2.768 1.312 -4.050
77 C 4.125 -0.455 -2.859
78 H 2.188 -2.120 -3.911
79 H 1.169 -0.859 -4.678
80 H 2.819 -1.154 -5.259
81 H 3.202 2.067 -3.377
82 H 3.390 1.275 -4.954
83 H 1.757 1.630 -4.349
84 H 4.848 -0.495 -3.684
85 H 4.485 0.288 -2.130
86 H 4.103 -1.444 -2.377
87 C 1.266 1.584 4.017
88 S 2.497 0.531 3.237
89 C 2.384 -0.907 4.308
90 O 1.818 0.070 1.931
91 H 1.598 1.783 5.040
92 H 0.292 1.077 4.010
93 H 1.213 2.538 3.472
94 H 1.372 -0.995 4.719
95 H 2.654 -1.793 3.717
96 H 3.103 -0.767 5.119

=====

4.
Molecular formula: C31H57FN2O2
Method: DFT, wB97M-V/def2-TZVPD

Calculated values
net charge: 0
HOMO energy: -9.237 eV
SMILES: CCNc1cc(C[C@H](C)F)cc2c1C(=O)NC2=O.CCCCCC.CCCCCC.CCCCCC

Positions of all 93 atoms, in Å:
1 C -3.113 2.857 2.507
2 C -2.660 3.841 1.434
3 N -1.519 4.667 1.860
4 C -0.534 4.042 2.677
5 C -0.298 4.548 3.952
6 C 0.645 3.998 4.828
7 C 0.838 4.596 6.199
8 C 2.304 4.818 6.613
9 C 2.484 6.025 7.515
10 F 3.093 5.004 5.474
11 C 1.387 2.886 4.425
12 C 1.157 2.380 3.169
13 C 0.228 2.944 2.302
14 C 0.266 2.176 1.029
15 O -0.309 2.370 -0.010
16 N 1.217 1.148 1.219
17 C 1.796 1.216 2.493
18 O 2.672 0.507 2.914
19 H -2.967 3.254 3.512
20 H -2.603 1.896 2.420
21 H -4.177 2.654 2.373
22 H -2.452 3.306 0.502
23 H -3.485 4.526 1.221
24 H -1.082 5.115 1.066
25 H -0.880 5.401 4.278
26 H 0.311 5.550 6.263
27 H 0.379 3.942 6.946
28 H 2.678 3.931 7.131
29 H 2.203 5.797 8.543
30 H 1.922 6.880 7.142
31 H 3.542 6.293 7.517
32 H 2.125 2.436 5.077
33 H 1.095 0.267 0.744
34 C 7.246 -4.071 3.919
35 C 6.277 -4.136 5.095
36 C 4.810 -4.016 4.684
37 C 4.441 -2.698 4.000
38 C 4.740 -1.442 4.814
39 C 3.969 -1.372 6.129
40 H 7.180 -3.117 3.395
41 H 8.277 -4.189 4.255
42 H 7.037 -4.865 3.199
43 H 6.528 -3.356 5.818
44 H 6.414 -5.088 5.617
45 H 4.182 -4.157 5.568
46 H 4.564 -4.840 4.007
47 H 3.372 -2.716 3.763
48 H 4.957 -2.627 3.038
49 H 4.481 -0.573 4.210
50 H 5.813 -1.369 5.016
51 H 2.892 -1.406 5.945
52 H 4.188 -0.444 6.659
53 H 4.223 -2.197 6.797
54 C -2.881 -0.055 -5.858
55 C -2.320 1.355 -6.013
56 C -0.813 1.438 -5.776
57 C -0.362 1.030 -4.372
58 C -1.000 1.823 -3.232
59 C -0.684 3.314 -3.272
60 H -2.736 -0.440 -4.847
61 H -3.953 -0.071 -6.063
62 H -2.398 -0.743 -6.556
63 H -2.843 2.033 -5.334
64 H -2.532 1.714 -7.024
65 H -0.476 2.457 -5.987
66 H -0.304 0.798 -6.505
67 H 0.726 1.142 -4.313
68 H -0.562 -0.034 -4.219
69 H -0.647 1.419 -2.284
70 H -2.086 1.680 -3.238
71 H 0.394 3.482 -3.227
72 H -1.136 3.826 -2.423
73 H -1.060 3.785 -4.183
74 C -4.248 -3.726 -4.068
75 C -3.381 -4.601 -4.969
76 C -3.197 -4.030 -6.374
77 C -4.487 -3.872 -7.179
78 C -5.290 -5.158 -7.366
79 C -4.535 -6.242 -8.130
80 H -5.260 -3.621 -4.461
81 H -4.328 -4.154 -3.068
82 H -3.820 -2.726 -3.971
83 H -3.807 -5.606 -5.023
84 H -2.395 -4.715 -4.511
85 H -2.496 -4.664 -6.925
86 H -2.717 -3.050 -6.297
87 H -4.233 -3.466 -8.164
88 H -5.125 -3.122 -6.703
89 H -6.209 -4.917 -7.907
90 H -5.606 -5.549 -6.395
91 H -4.240 -5.885 -9.120
92 H -5.156 -7.129 -8.266
93 H -3.632 -6.553 -7.603

=====

| no. | orbital gap (hartree) | total energy (eV) |
| --- | --- | --- |
| 1 | 0.1787 | -186051.5378 |
| 2 | 0.2060 | -135888.9144 |
| 3 | 0.2314 | -74118.9810 |
| 4 | 0.3264 | -42866.1014 |